(1)
DFT (ωB97M-V/def2-TZVPD) results for C23H17BiN3O6S2 as an isolated structure at a distorted geometry.

```
52
Properties=species:S:1:pos:R:3
Bi -0.508 -1.800 1.045
S 1.522 1.685 -2.388
S 0.745 -0.903 -0.994
O -3.780 -3.721 -1.083
O -0.201 -6.755 -3.203
O -2.494 -2.286 0.020
O -1.356 0.065 2.081
O 1.643 -2.978 1.073
O 3.105 -4.274 -0.065
N -2.014 0.514 -1.358
N -0.341 -3.744 -0.477
N -0.907 1.201 -1.692
C 1.992 -3.818 0.158
C 3.047 4.570 0.629
C 3.002 2.316 -0.220
C -2.144 1.811 0.710
C 3.154 3.668 -0.440
C -3.959 0.189 0.028
C -1.533 1.367 1.930
C -2.701 -3.303 -0.735
C -1.416 -5.113 -2.076
C 2.741 2.734 2.091
C 2.829 4.104 1.924
C 0.247 0.696 -1.531
C 2.998 1.419 -1.412
C -1.436 -4.114 -1.116
C -0.214 -5.735 -2.349
C -0.995 2.267 2.835
C 0.932 -5.386 -1.623
C -2.612 0.780 -0.270
C -1.836 4.069 1.454
C 0.799 -4.362 -0.707
C -1.221 3.629 2.610
C -2.213 3.177 0.470
C 2.829 1.807 1.068
H 1.907 -5.788 -1.761
H -4.643 1.062 -0.042
H -2.703 3.581 -0.397
H 2.993 0.362 -1.176
H -0.889 4.362 3.357
H 3.818 1.505 -2.092
H 0.632 -7.275 -3.187
H 2.652 0.756 1.229
H 3.126 5.643 0.445
H -0.459 1.893 3.712
H -2.346 -5.451 -2.552
H 2.553 2.379 3.123
H -1.976 5.131 1.274
H 3.171 4.021 -1.455
H -4.187 -0.649 -0.625
H 2.702 4.842 2.722
H -4.055 -0.147 1.041
```

## Properties
frontier orbital gap	7.472	eV
energy relative to the best compared isomer or geometry (same formula, charge and spin)	0.0	kJ/mol
calculated total energy	-2513.5001	hartree
max |F|	2.3	eV/Å
net charge	-1



(2)
DFT (ωB97M-V/def2-TZVPD) results for one molecule with the formula C23H17Cl2N5 at a distorted geometry.

```
47
Properties=species:S:1:pos:R:3
Cl -2.643 -0.439 -1.302
Cl -0.657 -4.321 1.965
N -0.947 2.255 4.800
N 1.121 0.945 -4.187
N -0.436 -1.896 0.380
N 1.271 1.556 4.400
N -2.699 1.444 3.718
C -4.353 -3.478 0.622
C -4.162 -2.352 -0.184
C -0.506 0.632 3.140
C 0.349 2.289 5.022
C -3.312 -4.045 1.316
C -1.761 -2.393 0.435
C 1.693 0.682 -3.016
C 3.416 2.370 -3.329
C 0.863 0.744 3.444
C -0.955 -0.260 2.145
C -2.021 -3.532 1.225
C -1.379 1.436 3.855
C 1.784 -0.021 2.737
C 0.422 -2.464 -0.680
C -0.027 -1.012 1.402
C 3.264 3.824 -5.420
C -2.866 -1.795 -0.262
C 1.219 -0.428 -2.227
C 0.865 -1.390 -1.579
C 2.782 2.684 -4.547
C 1.341 -0.888 1.736
C 1.647 1.926 -4.939
C 2.829 1.380 -2.560
H 1.314 -2.951 -0.259
H 3.223 1.131 -1.604
H 1.243 2.126 -5.891
H -5.316 -3.946 0.730
H 0.718 3.013 5.769
H 4.292 4.022 -5.175
H 2.671 4.701 -5.216
H -3.495 -4.896 1.944
H -4.940 -1.913 -0.765
H -2.001 -0.359 1.989
H -3.111 2.268 4.144
H -2.982 1.263 2.763
H 4.224 3.009 -2.986
H 2.853 0.118 3.017
H 2.093 -1.388 1.132
H 3.185 3.566 -6.479
H -0.113 -3.219 -1.221
```

## Properties
frontier orbital gap	7.999	eV
energy relative to the best compared isomer or geometry (same formula, charge and spin)	0.0	kJ/mol
calculated total energy	-2080.7835	hartree
max |F|	2.8	eV/Å



| no. | HOMO (eV) |
| --- | --- |
| 1 | -5.18 |
| 2 | -7.67 |